DFT (ωB97M-V with the def2-TZVPD basis set) results for a structure of composition C20H38HgO38PS8 at a distorted geometry.

```
106
Properties=species:S:1:pos:R:3:forces:R:3:mulliken_charge:R:1
Hg 3.298785 -0.206883 1.223737 -0.5 0.2 0.0 0.3244
P 0.909369 -0.494583 0.337623 2.2 0.9 1.8 0.3544
O 1.787724 0.648914 -0.281572 -1.4 0.8 -1.5 0.7342
O -0.511360 -0.705327 -0.031448 -0.2 -0.1 -0.5 0.7434
O 1.120148 -0.132317 1.907060 -0.2 -0.1 0.3 -1.5227
O 1.954710 -1.685939 0.222807 -0.3 -1.3 -0.4 -1.0451
C 2.486180 -1.563825 -2.871623 -0.7 -0.5 0.8 0.3066
C 3.664443 -0.652497 -3.034778 0.8 -0.7 0.0 -0.2413
O 3.211154 0.229058 -4.076427 -0.3 0.3 -0.1 -0.1285
S 2.505399 -0.701594 -5.194881 0.1 -0.3 -0.3 1.0042
O 3.498855 -1.267477 -6.032054 0.5 -0.3 0.2 -0.5840
O 1.432165 -0.025732 -5.811073 -0.4 0.6 0.4 -0.4665
O 1.948927 -1.804096 -4.181712 0.4 0.5 -0.5 -0.2926
H 1.734364 -1.034772 -2.279469 0.0 -0.1 -0.1 -0.3480
H 2.645883 -2.531334 -2.405270 0.4 0.1 0.0 0.6331
H 4.595506 -1.100583 -3.391587 -0.2 -0.4 0.0 0.3763
H 3.908404 -0.183801 -2.084823 -0.4 0.7 -0.3 -0.2141
C 0.784071 2.077781 -3.145615 -0.6 -0.6 0.0 1.3862
C -0.494968 2.009906 -2.294625 0.2 -0.9 1.0 0.7292
O -1.558155 2.554280 -3.060274 -0.1 0.5 0.1 -0.2869
S -1.179739 2.608755 -4.606844 0.2 -0.6 0.4 0.9855
O -1.625401 3.823169 -5.157168 -0.1 0.7 -0.2 -0.6251
O -1.515158 1.376348 -5.210806 -0.1 -0.4 -0.1 -0.4807
O 0.389140 2.675893 -4.379128 0.4 0.5 -0.1 -0.4063
H 1.143188 1.072438 -3.337265 0.1 0.1 0.0 -0.5049
H 1.566165 2.674615 -2.688712 0.0 0.1 -0.2 -0.6767
H -0.392973 2.505457 -1.327762 -0.1 0.6 -0.4 0.0675
H -0.728527 0.986116 -1.985969 0.0 -0.1 -0.4 -0.7388
C 0.029964 -4.070991 0.662370 0.6 0.9 0.1 0.6879
C 0.988064 -4.328029 1.827603 -0.5 -0.3 0.4 0.3208
O 1.059814 -5.762026 1.897444 0.5 -0.3 0.1 -0.4285
S -0.360722 -6.367115 1.529979 0.3 0.8 -0.4 1.0056
O -1.222302 -6.255029 2.648536 -0.4 0.4 0.3 -0.5457
O -0.197887 -7.604595 0.892477 0.2 -0.9 -0.4 -0.5781
O -0.701521 -5.269218 0.415536 -0.2 -0.3 0.6 -0.2182
H 0.620421 -3.832500 -0.216785 -0.2 0.0 -0.1 0.0629
H -0.611450 -3.234594 0.929960 -0.3 -0.1 -0.4 -0.6120
H 0.593315 -3.968027 2.779942 0.0 0.1 0.0 0.0589
H 1.969168 -3.900066 1.663061 0.1 -0.2 -0.1 0.1642
C -1.821474 -2.941542 3.926571 0.3 -0.6 -0.1 0.0071
C -1.625675 -1.611627 3.183518 -0.5 0.6 0.1 1.4103
O -2.736441 -0.768785 3.592326 0.0 0.0 -0.2 -0.2795
S -3.913790 -1.615575 4.220807 0.3 -0.3 0.2 1.0781
O -4.792282 -2.077049 3.213517 -0.1 -0.1 -0.5 -0.5307
O -4.415921 -0.928362 5.344839 -0.2 0.3 0.4 -0.5849
O -3.000752 -2.823580 4.726548 0.1 0.3 0.1 -0.4189
H -0.975755 -3.169015 4.575501 -0.2 0.2 0.2 0.3382
H -1.942797 -3.809343 3.276164 -0.1 0.2 -0.2 0.2078
H -1.642235 -1.710922 2.100019 0.1 0.0 0.0 -0.8454
H -0.766949 -1.028479 3.499571 0.3 -0.4 -0.2 -0.5162
C -3.752152 1.301160 -0.660110 0.2 -0.3 -0.1 0.6748
C -3.619297 -0.041983 0.045054 0.9 0.1 0.7 0.7238
O -4.903853 -0.641542 -0.022889 -0.1 0.0 0.1 -0.3307
S -5.804640 -0.021112 -1.183487 0.8 -0.1 0.4 1.0299
O -6.944077 0.560977 -0.596782 -0.8 0.5 0.4 -0.5901
O -5.941293 -0.947428 -2.230776 -0.1 -0.5 -0.7 -0.5113
O -4.780496 1.107920 -1.632197 0.0 0.1 -0.2 -0.3468
H -2.849515 1.547929 -1.208290 0.0 0.2 0.0 -0.5177
H -4.027103 2.094241 0.035047 -0.1 0.1 -0.1 0.4029
H -3.305159 0.122218 1.079944 -0.6 -0.1 0.1 -0.0620
H -2.826985 -0.692370 -0.326585 -0.3 -0.1 -0.6 -0.4154
C -1.023386 2.426293 1.495374 -1.0 0.2 -0.9 1.6021
C 0.385693 2.924075 1.445497 0.7 -1.1 0.5 -0.0747
O 0.383510 4.050138 2.326614 -0.3 0.4 -0.1 -0.5055
S -0.963877 4.881689 2.013736 0.1 -0.5 0.1 1.0975
O -0.689276 5.752547 0.931788 -0.1 0.3 -0.4 -0.5830
O -1.506663 5.374085 3.222310 0.1 0.1 0.2 -0.5885
O -1.828448 3.642743 1.498822 0.4 0.3 0.2 -0.3275
H -1.329117 1.838353 2.358152 0.3 -0.1 0.1 0.1809
H -1.275510 1.917576 0.567826 0.0 -0.3 0.2 -1.2608
H 0.719711 3.133131 0.429966 -0.2 0.5 0.1 0.6578
H 1.065164 2.161514 1.824649 0.0 0.1 0.1 -0.1231
C 2.036842 1.908765 5.133289 -0.1 -0.2 0.4 0.1006
C 0.891153 0.962489 4.734952 -0.1 -0.4 0.4 0.5415
O -0.020664 0.985344 5.856289 -0.4 0.5 -0.1 -0.2775
S 0.858454 1.082244 7.170401 0.1 0.1 -0.6 1.1576
O 1.486259 -0.169915 7.394027 0.3 -0.4 0.1 -0.5732
O 0.143430 1.728626 8.192141 -0.4 0.2 0.4 -0.5586
O 1.906356 2.104716 6.556140 0.3 0.0 0.1 -0.3825
H 1.942888 2.909205 4.719574 0.1 -0.1 -0.3 0.3011
H 2.999441 1.440088 4.934664 0.1 0.2 -0.1 0.2313
H 1.183988 -0.083555 4.662949 0.4 0.2 -0.4 0.2152
H 0.401811 1.280158 3.823280 -0.3 -0.1 0.1 -0.8220
C -1.201958 -1.719503 -3.173295 0.0 0.5 0.9 2.0015
C -0.849556 -3.124061 -2.670171 -1.1 0.3 1.3 -0.1513
O -1.402843 -4.010821 -3.632804 0.7 -0.6 -0.1 -0.4706
S -2.779774 -3.405523 -4.117247 0.1 0.5 0.0 1.1196
O -3.772525 -3.592671 -3.129507 -0.3 -0.1 0.5 -0.5378
O -3.009226 -3.815082 -5.445063 0.0 -0.1 -0.5 -0.5995
O -2.297886 -1.887779 -4.077408 0.3 -0.1 -0.5 -0.1568
H -0.360242 -1.174162 -3.595330 -0.3 -0.1 -0.7 -0.4613
H -1.587188 -1.142965 -2.332579 0.2 0.0 0.0 -1.2583
H -1.406589 -3.229528 -1.730756 0.0 -0.3 -0.1 0.2145
H 0.173568 -3.364010 -2.403737 0.2 0.1 -0.8 0.1179
O 4.517117 1.444170 0.127802 0.6 -0.5 0.6 -0.8038
C 4.304896 2.237964 -0.760937 -0.1 0.1 -0.1 0.8277
O 4.894901 2.091127 -1.944264 -0.1 0.0 0.2 -0.3385
C 4.461956 3.136889 -2.828526 -0.2 0.6 -1.1 -0.1368
C 3.955828 4.262658 -1.939258 -0.3 -0.3 0.2 -0.6488
C 3.446965 3.467228 -0.723679 0.1 0.5 -0.4 0.5649
H 3.673232 2.780630 -3.496771 -0.1 -0.4 0.4 -0.0448
H 5.251267 3.406878 -3.528505 0.4 0.0 0.5 0.4470
H 3.176217 4.811589 -2.462647 0.0 0.2 0.2 0.3750
H 4.735468 4.947360 -1.610023 0.1 0.0 -0.2 0.2702
H 2.408885 3.153451 -0.838887 0.1 -0.2 0.1 -0.8451
H 3.543188 4.010335 0.212425 0.0 -0.2 0.1 0.5825
```
Forces are in eV/Å.

Net charge: -1
Relative energy (zero: lowest compared OMol25 entry of this formula, charge and spin) in kJ/mol: 110.8
E_LUMO in eV: -1.4
Molar mass in g mol⁻¹: 1374.59
Maximum force in eV/A: 3.012
Highest occupied orbital energy in eV: -8.1

---

DFT (ωB97M-V with the def2-TZVPD basis set) results for a cluster of 5 separate species, C21H39N2O12 in total at a distorted geometry.

```
74
Properties=species:S:1:pos:R:3:forces:R:3:lowdin_spin:R:1
O -15.395410 -7.277720 -1.081590 1.4 1.4 -0.8 0.0001
H -15.923770 -7.760330 -1.721520 -1.3 -2.4 -2.4 0.0000
H -15.541930 -7.676460 -0.220690 -0.3 -1.2 1.9 0.0001
H -15.791050 -6.403170 -1.066360 -0.1 1.3 0.2 0.0000
C -15.188150 -11.773400 -3.910300 -1.4 -2.9 -4.1 0.0000
C -15.436940 -10.669780 -3.235780 1.1 2.7 3.6 0.0001
C -16.592850 -9.727640 -3.677590 -1.5 2.2 0.6 0.0000
O -16.923270 -8.630340 -3.023050 1.9 -0.8 0.7 0.0003
C -17.378310 -9.969550 -4.792150 1.1 -1.8 -0.3 0.0000
C -17.171310 -11.194010 -5.550100 0.5 1.9 0.9 0.0000
C -15.884040 -11.990610 -5.188760 0.2 -0.5 0.6 0.0000
O -15.525460 -12.779970 -6.053880 0.4 -0.5 0.0 -0.0001
O -17.856210 -11.542660 -6.489020 -0.6 -0.6 -0.6 0.0001
O -14.677410 -10.379470 -2.225810 -1.5 0.9 -0.5 0.0003
H -14.466970 -12.527800 -3.632490 0.3 0.3 0.1 0.0000
H -18.165520 -9.278630 -5.055470 -0.1 0.0 0.0 0.0000
C -15.463600 -3.615860 -2.650140 1.4 0.4 0.4 0.0014
O -16.262650 -4.558160 -1.961090 -0.3 -0.1 0.4 0.0020
C -17.077340 -3.979860 -0.936360 -1.7 -0.1 -0.5 0.0152
C -17.905740 -4.991370 -0.100420 2.1 0.8 -0.1 0.0218
N -17.034290 -5.784720 0.761430 0.7 -0.3 -0.1 0.0054
C -17.737530 -6.889490 1.314890 -1.1 -2.1 0.3 0.0303
C -16.898420 -7.995300 1.965470 0.3 0.5 -0.5 0.0368
O -15.960940 -8.570190 1.032960 -0.7 0.6 -0.2 0.0082
C -15.265290 -9.645100 1.589910 1.6 -0.2 0.6 0.0102
H -14.833970 -4.051430 -3.425990 -0.3 -0.8 0.2 0.0001
H -14.750110 -3.193900 -1.942350 0.1 0.2 0.1 0.0008
H -15.898630 -2.765670 -3.175520 -1.2 -0.1 0.3 0.0005
H -17.885780 -3.450870 -1.441030 0.0 0.6 -0.3 0.0034
H -16.593890 -3.246430 -0.291010 0.6 -0.2 0.0 0.0077
H -18.438330 -5.636520 -0.799150 -0.2 -0.1 0.2 0.0005
H -18.550180 -4.378550 0.529870 -0.6 0.0 -0.3 0.0299
H -16.823090 -5.320900 1.633420 0.7 1.3 -0.3 0.0052
H -18.387940 -7.307640 0.546640 0.0 -0.3 0.0 0.0011
H -18.372520 -6.539310 2.128670 -0.5 -0.1 0.2 0.0364
H -17.516650 -8.781470 2.398870 -0.3 -0.1 -0.3 0.0126
H -16.371710 -7.563690 2.816580 0.4 0.1 0.1 0.0201
H -15.794350 -10.597160 1.547900 -0.4 0.2 0.4 0.0008
H -14.900230 -9.298180 2.556590 -0.6 -0.6 0.8 0.0094
H -14.291080 -9.858610 1.150100 -0.3 0.4 -1.1 0.0006
C -12.202780 -5.468600 -2.426660 0.6 -0.2 0.8 0.0004
O -13.075130 -5.047130 -1.415990 0.0 0.9 1.4 0.0006
C -12.507960 -5.181920 -0.064090 -1.8 -1.8 -0.6 0.0048
C -13.643230 -4.922600 1.039490 1.1 0.2 -2.9 0.0046
N -13.473040 -3.593550 1.536100 -0.7 1.2 1.7 0.0026
C -14.642170 -3.150410 2.365940 2.7 -0.3 -0.1 0.0415
C -14.574230 -3.781060 3.760590 -1.7 0.8 -0.3 0.0579
O -15.903020 -4.337910 3.911580 1.3 -0.3 -1.0 0.0498
C -16.585620 -4.202720 5.098180 -0.3 -0.7 1.4 0.3261
H -11.876220 -6.495730 -2.263990 -0.4 -0.6 -0.2 0.0001
H -11.250190 -4.945260 -2.344220 0.1 0.7 -0.5 0.0001
H -12.692610 -5.351730 -3.393370 0.2 0.0 0.1 0.0000
H -11.556680 -4.664450 0.059990 -0.3 0.7 0.1 0.0005
H -12.236420 -6.237460 -0.049830 0.1 -0.3 0.4 0.0009
H -13.668170 -5.736110 1.764540 0.3 0.4 0.4 0.0050
H -14.601810 -4.914110 0.520690 -0.1 -0.8 -0.4 0.0002
H -13.508410 -2.928010 0.777210 0.5 -0.3 -0.5 0.0020
H -15.591950 -3.322800 1.859680 -0.1 0.0 0.2 0.0085
H -14.426050 -2.091790 2.509940 -0.6 0.2 -0.2 0.0154
H -14.335820 -2.950620 4.425140 -0.7 0.0 0.6 0.0200
H -13.731160 -4.443190 3.957870 -0.3 -0.8 -0.5 0.0171
H -17.324970 -4.994190 5.220750 -0.3 -0.3 -0.6 0.0751
H -17.163580 -3.282760 5.186090 0.4 0.5 0.2 0.0615
H -15.939980 -4.441970 5.943180 0.2 0.7 0.4 0.0440
C -13.947200 -8.112540 -5.173360 -1.2 -0.4 1.3 0.0000
C -15.089390 -7.165610 -5.027780 -3.1 -0.2 2.0 0.0000
O -15.031230 -6.319900 -6.121810 0.4 2.6 -2.0 0.0000
C -14.295660 -6.854240 -7.069510 3.2 -0.4 -1.2 0.0000
O -14.000580 -6.430310 -8.189880 -1.5 -1.0 2.8 0.0000
O -13.647650 -7.957590 -6.498810 0.5 0.9 -3.7 0.0000
H -14.305600 -9.132170 -5.031930 0.5 -0.1 0.5 0.0000
H -13.117480 -7.796680 -4.540980 0.2 -0.4 0.0 0.0000
H -15.195150 -6.632540 -4.082920 0.7 0.4 -0.1 0.0000
H -16.118770 -7.504120 -5.145620 0.3 -1.5 0.5 0.0000
```
Forces are in eV/Å.

Net charge: -2
Spin multiplicity: 2
E_LUMO (spin up / spin down) in eV: 4.0 / 3.9
Molar mass in g mol⁻¹: 511.54
Maximum force in eV/A: 5.193
Highest occupied orbital energy (spin up / spin down) in eV: 1.8 / -1.6

---

DFT (ωB97M-V with the def2-TZVPD basis set) results for a cluster of 4 separate species, C25H39F9NO13P in total at a distorted geometry.

```
88
Properties=species:S:1:pos:R:3:forces:R:3:mulliken_charge:R:1
C -4.044470 2.351440 -2.820784 -0.4 -0.5 -0.2 -0.3078
C -2.989817 2.288441 -4.053963 0.4 0.9 0.6 -0.6772
C -1.529630 1.897159 -3.466882 0.1 0.6 -0.2 -0.7842
C -1.294888 0.314527 -3.341604 -0.7 -1.1 1.2 1.2816
P -0.154711 -0.249668 -4.755391 1.1 0.4 -3.3 0.7865
N -0.420054 0.647829 -6.056961 1.0 -1.0 2.0 -0.8978
O -0.411741 -1.897978 -5.157206 1.3 1.9 1.5 -0.5339
O 1.501667 -0.110987 -4.278892 -2.0 -1.0 -0.9 -0.5278
O -2.538638 -0.433226 -3.615649 -1.4 -0.8 1.2 -0.4838
C -3.212982 -0.832882 -2.394639 0.2 0.1 0.0 0.3774
O -4.184398 -1.583710 -2.255500 4.1 3.4 -0.7 -0.5646
O -2.431659 -0.134509 -1.392349 -0.7 -2.9 -1.0 -0.3284
C -1.048074 -0.312711 -1.853971 1.3 1.3 -0.7 0.9246
C -0.067316 0.590897 -0.961680 0.1 0.5 -0.4 -0.8809
C -0.792532 1.580654 0.065238 1.3 1.0 -0.6 -0.2077
O -1.190039 0.972442 1.328619 2.0 0.9 1.5 -0.2590
C -0.189620 1.083694 2.320020 2.3 -0.8 -0.2 0.0193
O 1.045207 0.990620 2.138372 -4.6 0.4 0.0 -0.4604
C -0.477758 -1.803505 -1.969761 0.2 -0.1 0.2 -1.6392
C -0.264622 -2.568664 -0.574088 0.1 -1.2 -0.7 0.7752
C -1.517931 -2.527076 0.423390 0.7 0.9 -0.2 -0.9238
C -0.048917 -4.142592 -0.959025 -1.1 0.9 -0.3 -0.9661
H -3.520498 2.354924 -1.793507 -0.7 0.0 -1.7 -0.1535
H -4.731278 1.419553 -2.848412 1.1 1.5 0.1 0.1973
H -4.725115 3.273409 -2.864850 1.1 -1.4 -0.1 0.2348
H -2.880232 3.348879 -4.501595 -0.1 -1.7 0.8 0.3696
H -3.335419 1.616799 -4.906015 0.6 0.8 1.3 0.2909
H -0.690386 2.365647 -4.108421 -1.4 -1.0 0.9 0.5528
H -1.456173 2.423192 -2.447594 0.0 -1.1 -1.4 0.1706
H 0.460317 1.137560 -6.301991 -0.9 -0.3 0.0 0.2303
H 0.442280 -2.385635 -5.054392 -1.0 0.5 0.0 0.3427
H 1.989905 -0.320452 -5.118867 -0.5 0.4 1.0 0.3298
H 0.743976 -0.033500 -0.431332 -1.6 0.9 -0.7 0.3150
H 0.518815 1.264855 -1.700012 -0.9 -1.0 1.2 0.3826
H -0.028787 2.410562 0.327912 -1.1 -1.3 -0.6 0.3111
H -1.707442 2.122912 -0.347885 1.2 -1.2 0.5 0.0366
H -0.559730 1.236849 3.404647 -0.1 -0.4 -1.9 0.3396
H -1.067676 -2.469039 -2.711094 0.6 1.3 1.3 0.5310
H 0.577155 -1.707718 -2.444130 -1.7 0.0 0.7 0.2752
H 0.719877 -2.181152 -0.118133 -1.7 -0.6 -0.3 0.1691
H -1.647525 -1.475672 0.856484 0.1 -1.5 -0.6 0.0950
H -2.457356 -2.759413 -0.180439 1.2 0.0 1.0 0.2070
H -1.336585 -3.247771 1.299578 -0.5 1.0 -1.4 0.3227
H 0.928365 -4.334985 -1.514624 -1.2 0.2 1.0 0.3238
H -0.175378 -4.728474 0.000580 0.3 0.7 -1.9 -0.0619
H -0.903213 -4.435816 -1.685109 1.3 0.4 1.2 0.3900
C -4.478241 6.220565 2.640957 0.2 0.3 -0.2 -1.1244
C -5.121495 5.166866 1.760392 0.1 -0.2 0.8 -0.1092
O -5.443975 5.709997 0.470480 0.4 0.1 -1.1 -0.3289
C -4.429324 5.768825 -0.416106 0.2 -0.8 1.8 0.4253
O -3.303877 5.407227 -0.183550 -0.7 0.4 -0.7 -0.5085
C -4.920923 6.314189 -1.754263 -0.5 0.9 -1.8 0.8325
F -5.711989 7.398231 -1.614735 0.3 -0.5 0.4 -0.2476
F -5.645069 5.398156 -2.431954 0.3 0.1 0.6 -0.2541
F -3.916052 6.684964 -2.568569 -0.1 -0.4 0.8 -0.2445
H -5.114368 7.106566 2.705710 -0.1 -0.1 0.1 0.3053
H -4.308623 5.831260 3.647179 -0.1 0.0 -0.1 0.3780
H -3.519672 6.545695 2.229203 0.0 -0.1 0.1 0.3108
H -6.063080 4.841080 2.207893 0.0 0.1 -0.4 0.3273
H -4.488535 4.280697 1.662243 0.0 0.2 -0.2 0.2339
C 4.557593 -7.987247 2.720411 -0.2 -0.1 -0.3 -1.1232
C 3.810157 -7.169716 3.755899 0.6 -0.5 0.3 -0.1950
O 2.863347 -6.292992 3.124912 -1.1 0.2 -0.3 -0.2934
C 1.684493 -6.848955 2.776627 1.4 -1.1 0.9 0.0087
O 1.400874 -8.004970 2.956226 -0.3 1.0 -0.4 -0.5137
C 0.759253 -5.799176 2.167634 -1.1 1.3 -0.8 1.2893
F 1.390690 -5.011001 1.267502 0.4 -0.7 0.9 -0.2290
F 0.250058 -4.973051 3.106403 0.4 -0.5 0.0 -0.2703
F -0.293245 -6.341602 1.527323 0.7 -0.3 0.5 -0.2769
H 5.021134 -7.333634 1.977517 0.1 0.0 0.2 0.2998
H 5.333530 -8.592749 3.193699 -0.1 0.1 0.0 0.3769
H 3.879757 -8.653046 2.180701 0.1 0.0 0.2 0.3170
H 4.513846 -6.533810 4.297651 -0.3 0.2 -0.2 0.3170
H 3.317608 -7.806932 4.495276 -0.2 0.1 -0.2 0.3233
C 3.719658 2.278313 2.388393 0.1 0.2 0.2 -0.6002
C 4.819077 1.421987 1.792025 -0.8 0.0 -0.3 -0.2419
O 6.097433 1.773112 2.347643 0.9 -0.3 0.8 -0.3202
C 6.388627 1.232172 3.548340 -1.7 -0.4 -1.0 0.3635
O 5.652417 0.500711 4.159074 1.0 0.5 0.0 -0.5062
C 7.788916 1.644646 3.993555 1.7 0.6 0.7 0.8561
F 8.024080 2.960839 3.808238 -0.5 -0.5 -0.1 -0.2435
F 8.746965 0.984742 3.307540 -0.6 0.0 0.0 -0.2512
F 8.013414 1.398675 5.297406 -0.6 -0.1 -0.6 -0.2401
H 3.952251 3.339770 2.268094 0.1 -0.1 -0.1 0.3497
H 2.762599 2.067944 1.906927 0.4 0.0 0.1 -0.0459
H 3.615425 2.094659 3.460460 -0.1 -0.1 -0.1 0.2946
H 4.883247 1.605673 0.717049 0.3 0.1 0.2 0.3236
H 4.617041 0.355612 1.924501 0.2 0.1 0.2 0.3111
```
Forces are in eV/Å.

Net charge: 0
E_LUMO in eV: 0.0
Molar mass in g mol⁻¹: 763.54
Maximum force in eV/A: 5.387
Highest occupied orbital energy in eV: -9.1

---

What is the formula in the first record?
C20H38HgO38PS8

---

Number 1 is which compound?
C20H38HgO38PS8